2 unconnected molecules or ions with the total composition C4H3NO at a distorted geometry, computed with ωB97M-V with the def2-TZVPD basis set.

Cartesian coordinates (Å):
1 O -1.29 -0.58 -1.33
2 C -0.42 0.27 -0.86
3 C -0.79 0.90 0.37
4 C -0.91 1.52 1.41
5 C 2.17 -1.15 -0.40
6 N 2.90 -1.89 0.09
7 H -2.09 -0.69 -0.78
8 H 1.45 -0.46 -0.83
9 H -1.02 2.07 2.32

## Properties
* E: -7728.6942 eV

=====

A molecular structure, C3H4N3 at a distorted geometry, computed with ωB97M-V with the def2-TZVPD basis set.

Cartesian coordinates (Å):
1 C 1.82 -0.62 0.24
2 C -0.04 -0.23 -0.47
3 C -1.20 0.12 0.33
4 N 2.36 0.62 0.16
5 N 1.38 1.20 -0.19
6 N 0.82 -1.24 -0.03
7 H -0.07 -0.32 -1.55
8 H -1.71 1.04 0.20
9 H -1.30 -0.12 1.30
10 H -2.07 -0.45 0.01

## Properties
* E: -7631.3390 eV
* total charge: +1

=====

A molecular structure, C21H15F2MoO3 at a distorted geometry, computed with ωB97M-V with the def2-TZVPD basis set.

Cartesian coordinates (Å):
1 O -2.59 2.57 3.43
2 C -1.66 2.05 3.01
3 Mo -0.07 0.87 1.90
4 C -1.57 -0.56 1.84
5 O -2.54 -1.17 2.14
6 C -0.79 2.02 0.36
7 O -1.28 2.55 -0.56
8 H -0.54 -0.64 0.36
9 C 2.06 0.62 1.58
10 C 1.89 1.90 2.22
11 C 1.32 1.65 3.51
12 C 1.14 0.24 3.70
13 C 1.59 -0.42 2.49
14 H 2.52 0.44 0.62
15 H 2.23 2.87 1.79
16 H 1.19 2.42 4.29
17 H 0.78 -0.28 4.61
18 H 1.60 -1.48 2.30
19 F -3.32 1.48 -3.17
20 C -3.04 0.27 -2.60
21 C -4.13 -0.39 -2.02
22 C -3.85 -1.62 -1.38
23 C -2.55 -1.99 -1.12
24 C -1.47 -1.15 -1.49
25 C -0.25 -1.24 -0.64
26 C 1.07 -0.85 -1.17
27 C 2.19 -1.72 -1.10
28 C 3.45 -1.30 -1.48
29 C 3.66 -0.02 -2.04
30 C 2.53 0.80 -2.11
31 F 2.74 2.08 -2.58
32 C 1.27 0.46 -1.61
33 C -1.72 -0.16 -2.49
34 H -5.13 0.05 -1.93
35 H -4.66 -2.26 -1.04
36 H -2.36 -2.96 -0.59
37 H -0.23 -2.16 -0.04
38 H 2.08 -2.78 -0.76
39 H 4.30 -1.96 -1.33
40 H 4.65 0.36 -2.26
41 H 0.42 1.14 -1.56
42 H -0.92 0.28 -3.11

## Properties
* E: -35417.2059 eV
* total charge: +3

=====

10 unconnected molecules or ions with the total composition H20O10 at a distorted geometry, computed with ωB97M-V with the def2-TZVPD basis set.

Cartesian coordinates (Å):
1 O 1.32 -0.26 -3.34
2 H 0.44 0.08 -3.21
3 H 1.25 -1.19 -3.12
4 O 2.12 -1.31 1.40
5 H 2.51 -0.53 1.78
6 H 2.85 -1.74 0.94
7 O -2.10 -0.67 -2.18
8 H -2.88 -1.13 -1.89
9 H -1.37 -1.22 -1.90
10 O -1.36 0.04 2.91
11 H -1.71 0.85 3.28
12 H -1.30 0.22 1.97
13 O -0.19 0.60 0.33
14 H -0.18 -0.14 -0.28
15 H 0.50 0.39 0.96
16 O -1.80 -2.85 0.06
17 H -0.97 -2.71 -0.39
18 H -1.79 -3.78 0.30
19 O -1.36 3.26 2.02
20 H -0.97 2.91 1.22
21 H -0.97 4.13 2.12
22 O -1.33 3.51 -1.08
23 H -1.77 3.20 -1.87
24 H -0.49 3.06 -1.07
25 O 3.15 0.88 2.27
26 H 3.18 1.70 1.78
27 H 3.65 1.06 3.07
28 O 0.28 -2.49 -1.96
29 H 0.18 -3.21 -2.58
30 H 1.13 -2.64 -1.55

## Properties
* E: -20799.7199 eV

=====

3 unconnected molecules or ions with the total composition C5H12O2 at a distorted geometry, computed with ωB97M-V with the def2-TZVPD basis set.

Cartesian coordinates (Å):
1 C -1.90 0.20 -0.65
2 C -1.59 -0.99 -0.18
3 C -0.44 -1.83 -0.61
4 C 0.89 -1.16 -0.24
5 C 1.52 -1.50 0.89
6 H -2.89 0.64 -0.58
7 H -1.24 0.92 -1.14
8 H -2.30 -1.40 0.55
9 H -0.45 -2.07 -1.66
10 H -0.46 -2.75 -0.01
11 H 1.24 -0.46 -0.98
12 H 2.31 -0.91 1.32
13 H 1.22 -2.41 1.39
14 O 1.22 2.88 -1.00
15 H 1.01 3.80 -1.17
16 H 1.35 2.78 -0.04
17 O 0.46 1.59 1.53
18 H -0.46 1.76 1.74
19 H 0.51 0.93 0.83

## Properties
* E: -9472.7435 eV

=====

A single C4H6N2O molecule at a distorted geometry, computed with ωB97M-V with the def2-TZVPD basis set.

Cartesian coordinates (Å):
1 N 0.44 0.94 1.69
2 C 0.10 0.41 0.40
3 C 0.01 1.05 -0.88
4 N -0.37 0.00 -1.80
5 C -0.43 -1.20 -1.11
6 C -0.02 -1.00 0.16
7 O 0.10 -1.93 1.09
8 H 1.10 1.86 1.73
9 H -0.49 1.15 2.33
10 H 0.26 2.11 -1.19
11 H -0.77 0.24 -2.69
12 H -0.73 -2.15 -1.60
13 H 0.80 -1.50 1.86

## Properties
* E: -9270.9611 eV

=====

2 unconnected molecules or ions with the total composition CH2BrNO4 at a distorted geometry, computed with ωB97M-V with the def2-TZVPD basis set.

Cartesian coordinates (Å):
1 O 0.94 -0.56 -0.96
2 C 0.72 0.60 -0.59
3 O -0.21 1.48 -0.99
4 Br 1.97 1.57 0.51
5 H -0.90 1.24 -1.63
6 O -0.78 -0.55 2.31
7 N -0.41 -0.61 1.20
8 O -0.97 -1.64 0.49
9 H -0.36 -1.53 -0.34

## Properties
* E: -80788.9782 eV

=====

A molecular structure, C27H23Cl2MoN4O5PSe2 at a distorted geometry, computed with ωB97M-V with the def2-TZVPD basis set.

Cartesian coordinates (Å):
1 Mo -0.16 0.48 1.29
2 Se 1.89 0.72 -0.21
3 P 0.43 1.47 -1.63
4 Se -1.23 1.99 -0.26
5 C 1.16 2.66 -2.78
6 C 2.15 2.22 -3.65
7 C 2.69 3.10 -4.57
8 C 2.23 4.41 -4.63
9 C 1.25 4.85 -3.77
10 C 0.71 3.97 -2.83
11 C -0.11 0.16 -2.78
12 C -0.85 0.55 -3.90
13 C -1.35 -0.40 -4.77
14 C -1.12 -1.75 -4.53
15 C -0.37 -2.14 -3.43
16 C 0.14 -1.19 -2.56
17 H 2.50 1.19 -3.60
18 H 3.46 2.76 -5.25
19 H 2.65 5.09 -5.36
20 H 0.89 5.87 -3.81
21 H -0.07 4.31 -2.15
22 H -1.03 1.60 -4.09
23 H -1.92 -0.09 -5.64
24 H -1.52 -2.50 -5.21
25 H -0.16 -3.19 -3.26
26 H 0.76 -1.49 -1.73
27 O -0.73 -1.14 0.28
28 C -1.66 -2.00 0.32
29 C -2.69 -1.97 1.24
30 C -3.70 -2.97 1.19
31 C -4.70 -2.94 2.09
32 C -4.79 -1.94 3.09
33 C -3.83 -0.98 3.19
34 C -2.73 -0.95 2.26
35 O -1.86 -0.04 2.37
36 N -5.74 -3.98 2.04
37 O -6.72 -3.82 2.74
38 O -5.56 -4.93 1.30
39 H -1.62 -2.78 -0.44
40 H -3.66 -3.75 0.45
41 H -5.62 -1.96 3.78
42 H -3.87 -0.22 3.95
43 C -0.25 3.75 3.52
44 C 0.85 2.72 3.38
45 C 2.16 3.29 2.87
46 O 0.41 1.72 2.45
47 H 0.00 4.45 4.32
48 H -1.20 3.27 3.75
49 H -0.37 4.30 2.58
50 H 1.02 2.22 4.33
51 H 2.01 3.77 1.90
52 H 2.90 2.50 2.75
53 H 2.53 4.02 3.58
54 Cl 2.75 -2.49 -0.44
55 C 3.03 -4.23 -0.60
56 Cl 1.49 -5.12 -0.64
57 H 3.59 -4.57 0.27
58 H 3.55 -4.42 -1.53
59 N 0.94 -0.99 2.49
60 C 1.95 -1.41 2.87
61 C 3.15 -1.95 3.32
62 C 3.48 -3.26 2.90
63 N 3.72 -4.33 2.52
64 C 4.03 -1.11 4.05
65 N 4.74 -0.41 4.63

## Properties
* E: -211450.9891 eV

=====

17 unconnected molecules or ions with the total composition C37H69N19O33S at a distorted geometry, computed with ωB97M-V with the def2-TZVPD basis set.

Cartesian coordinates (Å):
1 C 6.14 -1.59 2.71
2 C 6.45 -0.88 1.64
3 C 6.94 -0.01 0.34
4 C 5.61 0.59 -0.36
5 C 5.01 1.92 0.36
6 C 3.40 1.84 0.34
7 C 2.50 2.06 1.64
8 C 3.31 2.32 3.01
9 C 3.93 0.90 3.58
10 C 0.88 2.02 1.60
11 N 0.08 2.27 2.82
12 C 0.16 1.73 0.24
13 C -1.42 1.68 -0.04
14 C -2.31 1.10 1.16
15 O -2.98 1.97 1.86
16 C -2.49 -0.44 1.57
17 C -2.36 -0.76 3.14
18 C -2.55 -2.20 3.74
19 C -2.88 -3.42 2.76
20 C -2.99 -3.10 1.22
21 C -2.80 -1.63 0.61
22 C 1.12 1.50 -1.03
23 N 0.70 1.26 -2.42
24 S 2.03 1.10 -3.53
25 N 3.30 1.32 -2.39
26 C 2.72 1.54 -1.07
27 H 6.28 -2.23 3.66
28 H 7.44 -0.80 -0.36
29 H 7.72 0.79 0.62
30 H 4.78 -0.21 -0.33
31 H 5.76 0.86 -1.48
32 H 5.30 2.82 -0.32
33 H 5.47 2.08 1.40
34 H 2.69 2.82 3.84
35 H 4.23 3.01 2.82
36 H 3.32 0.00 3.19
37 H 5.05 0.85 3.30
38 H 3.88 0.89 4.74
39 H -0.25 1.36 3.21
40 H 0.62 2.77 3.55
41 H -1.57 0.97 -0.96
42 H -1.75 2.73 -0.40
43 H -2.15 0.11 3.88
44 H -2.50 -2.46 4.85
45 H -3.05 -4.50 3.15
46 H -3.26 -3.97 0.49
47 H -2.92 -1.42 -0.52
48 C 0.10 4.29 -3.24
49 N -0.88 5.39 -3.05
50 O -0.61 6.48 -3.54
51 O -1.88 5.13 -2.40
52 H 0.94 4.66 -3.83
53 H 0.43 3.97 -2.26
54 H -0.42 3.49 -3.77
55 C -4.32 -3.23 -3.21
56 N -3.50 -4.26 -2.52
57 O -4.07 -4.98 -1.72
58 O -2.31 -4.30 -2.81
59 H -5.35 -3.31 -2.86
60 H -3.90 -2.25 -2.97
61 H -4.26 -3.43 -4.29
62 C -5.66 3.52 1.35
63 N -7.08 3.23 1.68
64 O -7.46 3.49 2.81
65 O -7.77 2.74 0.79
66 H -5.18 3.95 2.22
67 H -5.19 2.58 1.07
68 H -5.66 4.23 0.52
69 C -1.03 -6.60 -1.53
70 N -0.22 -7.63 -0.84
71 O -0.79 -8.35 -0.03
72 O 0.97 -7.68 -1.12
73 H -2.06 -6.68 -1.19
74 H -0.61 -5.63 -1.29
75 H -0.97 -6.80 -2.60
76 C -0.89 -0.13 -5.99
77 N -2.33 -0.37 -5.71
78 O -2.64 -0.66 -4.56
79 O -3.11 -0.26 -6.65
80 H -0.33 -0.27 -5.07
81 H -0.58 -0.86 -6.74
82 H -0.80 0.89 -6.36
83 C -4.43 -7.43 4.90
84 N -3.53 -6.27 4.70
85 O -4.00 -5.15 4.86
86 O -2.37 -6.51 4.38
87 H -5.42 -7.06 5.18
88 H -4.48 -7.98 3.96
89 H -4.01 -8.04 5.70
90 C 7.26 5.24 4.19
91 N 6.86 3.92 3.63
92 O 6.73 3.84 2.42
93 O 6.70 3.01 4.43
94 H 7.36 5.95 3.37
95 H 6.47 5.56 4.87
96 H 8.21 5.11 4.71
97 C 8.25 5.10 8.68
98 N 8.94 5.72 7.52
99 O 8.27 6.45 6.79
100 O 10.12 5.46 7.37
101 H 7.21 5.42 8.68
102 H 8.32 4.02 8.56
103 H 8.76 5.43 9.58
104 C -8.85 1.33 -2.19
105 N -8.19 1.23 -3.51
106 O -7.85 0.11 -3.89
107 O -8.03 2.27 -4.13
108 H -8.93 0.33 -1.76
109 H -8.24 1.97 -1.56
110 H -9.84 1.75 -2.35
111 C -5.56 7.38 3.91
112 N -4.90 7.28 2.58
113 O -4.56 6.17 2.21
114 O -4.74 8.33 1.97
115 H -5.64 6.38 4.34
116 H -4.95 8.03 4.54
117 H -6.55 7.80 3.75
118 C 0.65 -5.93 4.69
119 N 1.55 -4.76 4.49
120 O 1.07 -3.64 4.66
121 O 2.71 -5.00 4.18
122 H -0.34 -5.57 4.96
123 H 0.62 -6.48 3.75
124 H 1.08 -6.54 5.49
125 C 3.85 -8.08 -1.61
126 N 5.17 -7.59 -2.10
127 O 6.17 -8.21 -1.75
128 O 5.16 -6.59 -2.81
129 H 4.02 -8.96 -0.99
130 H 3.40 -7.28 -1.02
131 H 3.25 -8.32 -2.48
132 C -0.16 -1.23 7.18
133 N -1.55 -0.80 6.87
134 O -2.46 -1.43 7.39
135 O -1.68 0.15 6.11
136 H -0.20 -2.08 7.86
137 H 0.31 -1.51 6.24
138 H 0.34 -0.38 7.64
139 C -3.57 3.26 -7.40
140 N -2.25 3.76 -7.89
141 O -1.25 3.13 -7.56
142 O -2.27 4.76 -8.60
143 H -3.40 2.37 -6.79
144 H -4.02 4.05 -6.81
145 H -4.18 3.02 -8.27
146 C -1.83 -2.99 -9.53
147 N -0.44 -2.53 -9.28
148 O 0.47 -3.22 -9.72
149 O -0.31 -1.49 -8.65
150 H -1.80 -3.92 -10.10
151 H -2.30 -3.15 -8.56
152 H -2.34 -2.21 -10.09
153 C 3.72 2.49 -7.70
154 N 3.45 1.15 -7.11
155 O 4.30 0.67 -6.37
156 O 2.38 0.62 -7.42
157 H 4.69 2.83 -7.34
158 H 3.72 2.38 -8.78
159 H 2.93 3.16 -7.36

## Properties
* E: -146142.2807 eV

=====

A single C4H9NO molecule at a distorted geometry, computed with ωB97M-V with the def2-TZVPD basis set.

Cartesian coordinates (Å):
1 C -2.10 0.08 1.03
2 C -1.30 -0.60 -0.09
3 N 0.13 -0.44 -0.11
4 C 0.69 0.53 0.46
5 O 1.94 0.90 0.15
6 C 2.52 0.16 -0.93
7 H -2.08 1.17 0.98
8 H -3.14 -0.23 1.05
9 H -1.68 -0.20 2.01
10 H -1.46 -0.23 -1.11
11 H -1.57 -1.66 -0.14
12 H 0.27 1.19 1.23
13 H 3.51 0.57 -1.08
14 H 1.92 0.26 -1.84
15 H 2.57 -0.90 -0.68

## Properties
* E: -7830.5536 eV

=====

A molecular structure, C9H21N3O3Tl at a distorted geometry, computed with ωB97M-V with the def2-TZVPD basis set.

Cartesian coordinates (Å):
1 Tl -17.18 -5.12 -12.45
2 C -16.98 -9.47 -14.15
3 C -16.81 -8.30 -15.04
4 O -16.90 -7.14 -14.60
5 N -16.74 -8.73 -16.32
6 C -16.83 -7.80 -17.38
7 H -16.16 -9.72 -13.47
8 H -17.37 -10.43 -14.51
9 H -17.83 -9.24 -13.51
10 H -16.47 -9.65 -16.63
11 H -17.61 -7.04 -17.35
12 H -16.91 -8.48 -18.23
13 H -15.91 -7.23 -17.46
14 C -12.90 -4.39 -10.20
15 C -14.01 -3.33 -10.42
16 O -14.97 -3.59 -11.15
17 N -13.69 -2.21 -9.81
18 C -14.39 -0.96 -9.80
19 H -13.28 -5.24 -9.65
20 H -12.02 -4.01 -9.68
21 H -12.59 -4.80 -11.17
22 H -12.77 -2.18 -9.39
23 H -15.37 -1.04 -10.28
24 H -13.95 -0.20 -10.44
25 H -14.50 -0.59 -8.77
26 C -20.05 -6.29 -16.19
27 C -19.57 -4.91 -15.89
28 O -19.00 -4.62 -14.77
29 N -19.62 -3.97 -16.84
30 C -19.18 -2.62 -16.61
31 H -19.83 -7.02 -15.41
32 H -19.70 -6.49 -17.20
33 H -21.14 -6.25 -16.24
34 H -20.22 -4.08 -17.65
35 H -20.04 -1.97 -16.42
36 H -18.58 -2.30 -17.46
37 H -18.58 -2.53 -15.70

## Properties
* E: -24931.7742 eV
* expectation value of S²: 1.81
* total charge: +4
* multiplicity: 2

=====

A molecular structure, C30H20I2LaN6O3 at a distorted geometry, computed with ωB97M-V with the def2-TZVPD basis set.

Cartesian coordinates (Å):
1 La -0.53 0.14 -0.95
2 O 4.23 3.28 3.67
3 C 4.63 2.46 2.79
4 O 5.75 2.23 2.35
5 C 3.49 1.76 2.07
6 C 2.21 1.92 2.51
7 C 1.21 1.26 1.81
8 N 1.46 0.62 0.68
9 C 2.69 0.44 0.29
10 C 3.79 0.94 0.98
11 C 2.83 -0.39 -0.91
12 C 4.09 -0.92 -1.22
13 C 4.27 -1.55 -2.46
14 C 3.11 -1.82 -3.26
15 C 1.93 -1.18 -2.91
16 N 1.83 -0.48 -1.75
17 C -0.17 1.13 2.36
18 C -0.33 1.22 3.75
19 C -1.63 1.27 4.24
20 C -2.67 1.13 3.37
21 C -2.39 0.91 2.03
22 N -1.21 0.89 1.48
23 H 2.05 2.46 3.45
24 H 4.84 0.78 0.74
25 H 4.90 -0.79 -0.54
26 H 5.24 -1.95 -2.79
27 H 3.21 -2.37 -4.22
28 H 1.09 -1.19 -3.56
29 H 0.54 1.32 4.37
30 H -1.81 1.41 5.33
31 H -3.71 1.11 3.74
32 H -3.26 0.76 1.41
33 I -3.55 -2.89 -4.23
34 C -2.94 -3.38 -2.28
35 C -3.31 -4.68 -1.77
36 C -2.70 -5.12 -0.62
37 I -3.22 -7.03 0.12
38 C -1.79 -4.31 0.08
39 C -1.18 -4.69 1.26
40 C -0.29 -3.81 1.85
41 C -0.03 -2.54 1.28
42 N -0.64 -2.14 0.21
43 C -1.49 -2.96 -0.43
44 C -2.08 -2.47 -1.67
45 O -1.77 -1.31 -2.15
46 H -3.90 -5.41 -2.38
47 H -1.53 -5.61 1.77
48 H 0.25 -4.04 2.79
49 H 0.61 -1.79 1.78
50 N 0.51 2.71 -2.00
51 C -0.87 3.22 -1.88
52 C -1.18 4.57 -1.81
53 C -2.51 4.89 -1.68
54 C -3.50 3.94 -1.78
55 C -3.11 2.62 -1.83
56 N -1.81 2.25 -1.88
57 H 1.20 3.42 -1.77
58 H 0.61 2.42 -2.94
59 H -0.41 5.34 -1.74
60 H -2.72 5.97 -1.61
61 H -4.52 4.25 -1.84
62 H -3.82 1.79 -1.71

## Properties
* E: -63576.8111 eV
* total charge: +1

=====

2 unconnected molecules or ions with the total composition C5H15NO at a distorted geometry, computed with ωB97M-V with the def2-TZVPD basis set.

Cartesian coordinates (Å):
1 C 1.67 0.00 1.58
2 C 0.93 0.69 0.48
3 N -0.38 -0.16 0.26
4 C -1.56 0.46 -0.40
5 C 0.11 -1.52 -0.30
6 C -1.10 -2.53 -0.64
7 H 2.19 -0.96 1.50
8 H 2.66 0.51 1.74
9 H 0.96 0.11 2.31
10 H 0.54 1.76 0.79
11 H 1.44 0.96 -0.46
12 H -1.75 0.11 -1.35
13 H -1.69 1.58 -0.16
14 H -2.38 0.03 0.28
15 H 0.79 -1.92 0.57
16 H 0.92 -1.63 -1.10
17 H -0.69 -3.48 -0.84
18 H -1.88 -2.55 0.13
19 H -1.52 -2.17 -1.62
20 O 0.22 3.64 -0.54
21 H 0.99 3.85 -1.09
22 H -0.45 3.20 -1.12

## Properties
* E: -8963.0958 eV